A structure of composition C36H44MoN2O7Te at a distorted geometry. Source: the Open Molecules 2025 dataset; level of theory: ωB97M-V with the def2-TZVPD basis set.

Computed properties:
HOMO level (spin up / spin down): -16.41 / -16.41 eV
Charge: +3
2S+1: 2
⟨S²⟩: 0.7616
HOMO-LUMO gap (spin up / spin down): 0.216 / 0.228 Eh
ΔE to the lowest compared entry with this formula, charge and spin: 19.78 kcal per mole
Strongest force on any atom: 2.72 eV/Å

Last column: Löwdin charge in e.
CARTESIAN COORDINATES (ANGSTROEM)
Mo  -1.85103  -1.10232  1.38803  1.906
O  0.11821  -3.35916  2.94772  0.161
C  0.33094  -2.85072  1.87973  -0.468
O  0.00977  -1.52861  1.70397  -0.308
C  0.95100  -3.53461  0.69272  -0.064
C  2.06584  -2.68499  0.02532  -0.247
C  3.02968  -3.61866  -0.70059  -0.065
C  2.15951  -4.06697  -1.90090  -0.058
C  0.88883  -3.24572  -1.68804  -0.228
O  1.36450  -2.03448  -1.05524  -0.195
C  0.03154  -3.83488  -0.54397  -0.053
C  -1.34734  -3.20699  -0.62248  -0.434
O  -1.95112  -3.01504  -1.62889  0.169
O  -1.92446  -2.80577  0.58104  -0.228
H  1.35197  -4.46467  1.09200  0.173
H  2.53080  -1.94535  0.67543  0.154
H  3.36209  -4.44148  -0.07081  0.133
H  3.90976  -3.06918  -1.02777  0.128
H  1.95789  -5.13662  -1.91518  0.135
H  2.62203  -3.80450  -2.84918  0.130
H  0.31720  -3.00997  -2.58002  0.161
H  -0.11724  -4.90949  -0.66759  0.184
O  -1.93302  -1.72852  3.36064  -0.191
C  -3.10752  -2.47073  3.89298  -0.118
C  -4.03602  -1.48102  4.55806  -0.124
C  -4.28122  -0.25430  3.66468  -0.124
C  -4.85488  -0.62104  2.32690  -0.241
C  -6.22247  -0.60515  2.11052  0.032
C  -6.74354  -0.95048  0.87501  0.022
C  -5.87569  -1.32028  -0.14473  0.000
C  -4.52991  -1.35496  0.12838  -0.095
N  -4.01553  -1.01266  1.33573  -0.063
H  -1.09339  -2.24672  3.52744  0.097
H  -2.71236  -3.21223  4.58417  0.152
H  -3.56952  -2.99170  3.05590  0.126
H  -3.61660  -1.14701  5.50744  0.136
H  -4.96820  -2.00020  4.78891  0.143
H  -3.33041  0.26017  3.52504  0.083
H  -4.94618  0.44980  4.16164  0.138
H  -6.87346  -0.30358  2.92018  0.141
H  -7.81279  -0.93542  0.70920  0.139
H  -6.23385  -1.59921  -1.12498  0.133
H  -3.83126  -1.70786  -0.62381  0.096
C  -1.29913  2.77439  2.70278  0.059
C  -0.86764  1.77670  1.69285  -0.516
O  0.22432  1.99081  1.07323  -0.199
N  -1.58591  0.67705  1.47614  -0.118
Te  0.83304  0.66471  -0.42662  2.080
C  2.87228  0.97754  -0.19240  -0.344
C  3.62066  1.08924  -1.37044  -0.299
C  3.08940  0.81188  -2.75263  -0.031
C  4.95864  1.42825  -1.22933  0.021
C  5.54341  1.63070  0.01837  -0.210
C  6.97839  2.04269  0.14075  -0.013
C  4.77135  1.41201  1.16003  0.024
C  3.43288  1.06277  1.09047  -0.279
C  2.68566  0.75918  2.36258  -0.039
C  0.26483  1.96883  -1.91073  -0.353
C  0.80743  3.25573  -2.07127  -0.257
C  1.90512  3.84945  -1.23015  -0.019
C  0.28096  4.02746  -3.09928  0.027
C  -0.72103  3.56858  -3.94854  -0.206
C  -1.23530  4.42146  -5.06532  -0.012
C  -1.23447  2.28321  -3.74709  0.020
C  -0.76474  1.46670  -2.73896  -0.294
C  -1.37745  0.09553  -2.56419  -0.075
H  -0.61500  2.71004  3.55413  0.125
H  -2.31748  2.59696  3.03381  0.095
H  -1.19880  3.77494  2.28059  0.122
H  2.11139  0.32030  -2.77086  0.047
H  3.76977  0.13537  -3.26982  0.107
H  3.00886  1.72319  -3.34713  0.105
H  5.56951  1.51316  -2.12081  0.142
H  7.52708  1.86503  -0.78134  0.091
H  7.47228  1.51108  0.95303  0.097
H  7.03904  3.10945  0.36685  0.105
H  5.23694  1.49276  2.13574  0.141
H  3.35345  0.26654  3.06747  0.104
H  1.83960  0.08306  2.20137  0.039
H  2.31768  1.66718  2.84195  0.096
H  1.92575  3.47574  -0.20835  0.064
H  1.78542  4.93030  -1.18851  0.102
H  2.88155  3.64742  -1.67555  0.097
H  0.67286  5.02758  -3.24213  0.139
H  -0.96892  5.46682  -4.92816  0.092
H  -2.31814  4.34059  -5.15409  0.097
H  -0.80740  4.08709  -6.01323  0.108
H  -2.01674  1.91865  -4.40218  0.137
H  -1.98324  -0.16176  -3.43050  0.104
H  -2.05095  0.07009  -1.69526  0.065
H  -0.63970  -0.70311  -2.45183  0.044

Forces on atoms 1 to 6 (eV/Å):
Mo -0.814 0.783 2.477
O -0.130 -0.074 0.214
C -0.016 0.525 -0.256
O 0.946 -0.501 -0.372
C 0.009 -0.126 0.109
C 0.105 0.001 0.117


A structure of composition C36H44N2SiW at a distorted geometry. Source: the Open Molecules 2025 dataset; level of theory: ωB97M-V with the def2-TZVPD basis set.

Computed properties:
HOMO level (spin up / spin down): -13.41 / -13.38 eV
Charge: +2
2S+1: 3
⟨S²⟩: 2.0200
HOMO-LUMO gap (spin up / spin down): 0.211 / 0.211 Eh
ΔE to the lowest compared entry with this formula, charge and spin: 5.64 kcal per mole
Strongest force on any atom: 4.13 eV/Å

Last column: Löwdin charge in e.
CARTESIAN COORDINATES (ANGSTROEM)
C  1.15502  -0.69610  -2.68103  -0.179
C  2.10394  0.33408  -2.37696  -0.220
C  2.76485  -0.00818  -1.14837  -0.190
H  2.34048  1.18599  -3.00948  0.127
C  2.24339  -1.26325  -0.70454  -0.137
C  1.26143  -1.68916  -1.65099  -0.131
H  0.78249  -2.66683  -1.66159  0.143
H  0.54370  -0.75906  -3.56956  0.133
H  3.58552  0.53612  -0.69776  0.126
H  2.62407  -1.84583  0.13129  0.144
W  0.64187  0.32412  -0.79358  1.485
C  0.97900  5.80408  -0.09322  -0.074
H  1.61011  5.07054  0.42815  0.005
H  1.60848  6.68962  -0.25933  0.053
H  0.62961  5.49567  -1.07465  -0.014
Si  0.50520  2.92879  -0.83462  0.643
C  -0.67067  3.41614  -2.23464  -0.359
C  -0.63365  2.81932  -3.50852  -0.133
H  0.01654  1.95994  -3.71077  0.082
C  -1.43259  3.31670  -4.55140  -0.069
H  -1.37712  2.86494  -5.55047  0.115
C  -2.29259  4.39733  -4.31828  -0.057
H  -2.89076  4.80996  -5.13890  0.119
C  -2.39049  4.94791  -3.03416  -0.052
H  -3.07487  5.78191  -2.84208  0.120
C  -1.60648  4.43554  -1.99589  -0.109
H  -1.71316  4.84376  -0.99000  0.101
C  2.24491  3.47591  -1.42934  -0.381
C  2.45230  4.15611  -2.64528  -0.097
H  1.60343  4.42986  -3.27730  0.105
C  3.74521  4.50157  -3.06951  -0.054
H  3.88321  5.04264  -4.01621  0.119
C  4.85203  4.15393  -2.28328  -0.064
H  5.86439  4.40538  -2.61868  0.116
C  4.66236  3.49497  -1.06105  -0.071
H  5.52179  3.23406  -0.43132  0.114
C  3.36694  3.17311  -0.63692  -0.162
H  3.23616  2.67166  0.32483  0.084
H  0.07382  3.40856  0.52685  -0.006
H  0.09867  6.01304  0.54237  0.045
C  0.76975  -3.58243  4.86097  -0.047
C  0.97941  -2.07245  5.02754  -0.560
C  -0.01722  -1.53927  6.06612  -0.025
C  2.40927  -1.83789  5.53170  -0.046
C  0.73862  -1.33766  3.69826  -0.106
C  1.40831  -0.13946  3.40875  0.042
C  1.31167  0.43932  2.15919  -0.056
N  0.49522  -0.10516  1.21171  -0.104
C  -0.34273  -1.15133  1.53534  -0.164
C  -0.19995  -1.79393  2.77125  0.089
C  -1.21955  -1.54387  0.46374  -0.160
C  -2.04015  -2.67296  0.45045  0.083
C  -2.83652  -2.95727  -0.65735  -0.095
C  -2.84709  -2.02413  -1.70570  0.049
C  -1.96327  -0.95888  -1.70921  -0.048
N  -1.10764  -0.75411  -0.66708  -0.086
C  -3.56972  -4.31101  -0.75114  -0.556
C  -4.62632  -4.32433  -1.86053  -0.051
C  -2.53151  -5.39983  -1.05590  -0.031
C  -4.25843  -4.65429  0.58108  -0.038
H  1.05795  -4.09837  5.78571  0.103
H  1.39390  -3.96945  4.04497  0.099
H  -0.27988  -3.82616  4.65716  0.081
H  0.13957  -2.02966  7.03502  0.105
H  0.10384  -0.45655  6.20448  0.097
H  -1.05002  -1.73033  5.74769  0.094
H  3.13736  -2.12689  4.76508  0.099
H  2.57552  -0.79004  5.80676  0.084
H  2.59057  -2.45013  6.42307  0.102
H  2.06423  0.33739  4.14093  0.132
H  1.84571  1.34666  1.87022  0.115
H  -0.82857  -2.65849  2.96879  0.122
H  -1.98890  -3.34456  1.30625  0.124
H  -3.52628  -2.13330  -2.55382  0.129
H  -1.89875  -0.25410  -2.53645  0.131
H  -4.17067  -4.16745  -2.84310  0.087
H  -5.13055  -5.29947  -1.87510  0.104
H  -5.38578  -3.55443  -1.68537  0.101
H  -1.76353  -5.44709  -0.26929  0.090
H  -3.01264  -6.38742  -1.12873  0.107
H  -2.02699  -5.18983  -2.01019  0.095
H  -3.53217  -4.78553  1.39385  0.079
H  -4.96722  -3.86371  0.86308  0.102
H  -4.81736  -5.59497  0.47600  0.104

Forces on atoms 1 to 6 (eV/Å):
C 0.958 -0.734 -0.007
C 1.090 0.310 -1.110
C 0.760 -0.703 -0.770
H -0.015 -0.148 0.247
C 0.539 -0.681 -1.154
C 1.527 -0.574 -0.867


A structure of composition C36H45BCoN10O7S4 at a distorted geometry. Source: the Open Molecules 2025 dataset; level of theory: ωB97M-V with the def2-TZVPD basis set.

Computed properties:
HOMO level (spin up / spin down): -2.37 / -2.36 eV
Charge: -2
2S+1: 2
⟨S²⟩: 0.7563
HOMO-LUMO gap (spin up / spin down): 0.221 / 0.220 Eh
ΔE to the lowest compared entry with this formula, charge and spin: 15.85 kcal per mole
Strongest force on any atom: 1.17 eV/Å

Last column: Löwdin charge in e.
CARTESIAN COORDINATES (ANGSTROEM)
Co  0.47563  -1.21232  0.92956  0.653
C  3.92429  0.38747  1.19152  -0.041
C  3.30786  0.15417  -0.14807  -0.309
C  3.94936  0.31168  -1.39697  0.002
C  3.05144  -0.14603  -2.33281  -0.309
C  3.20355  -0.26086  -3.81587  -0.038
N  1.93638  -0.52349  -1.67337  0.028
N  2.09277  -0.33793  -0.33161  0.096
B  0.72064  -1.27524  -2.24326  -0.511
N  0.72092  -2.71479  -1.70989  0.036
N  1.05662  -2.91681  -0.41052  0.092
C  0.99564  -4.22110  -0.19494  -0.317
C  1.25025  -4.82875  1.13951  -0.020
C  0.63520  -4.88137  -1.38818  0.003
C  0.46627  -3.88511  -2.32468  -0.291
C  0.04846  -3.98905  -3.75607  -0.035
N  -0.57405  -0.54860  -1.78026  0.052
N  -0.71958  -0.19924  -0.48065  0.057
C  -1.94353  0.31170  -0.34610  -0.332
C  -2.48443  0.79340  0.96002  -0.039
C  -2.58849  0.31268  -1.59185  0.005
C  -1.68597  -0.25564  -2.47153  -0.305
C  -1.83136  -0.49472  -3.93965  -0.023
H  4.80603  1.02574  1.08258  0.074
H  3.22226  0.80703  1.91422  0.038
H  4.22899  -0.56845  1.62456  0.063
H  4.93433  0.71435  -1.57618  0.100
H  4.16875  0.15153  -4.10955  0.071
H  3.16107  -1.30284  -4.13860  0.077
H  2.41629  0.27762  -4.34837  0.069
H  0.75943  -1.27321  -3.44824  0.109
H  2.10371  -4.35585  1.62697  0.044
H  0.39112  -4.68448  1.79984  0.084
H  1.43343  -5.89959  1.03228  0.069
H  0.49789  -5.94211  -1.53371  0.095
H  0.06579  -5.03447  -4.06410  0.070
H  -0.96766  -3.61445  -3.90124  0.062
H  0.70686  -3.42004  -4.41596  0.068
H  -1.73107  0.72607  1.73924  0.024
H  -2.81902  1.83088  0.87526  0.075
H  -3.33686  0.18202  1.26321  0.081
H  -3.58660  0.65831  -1.81194  0.106
H  -2.75332  -0.02949  -4.28834  0.075
H  -0.99304  -0.07354  -4.49723  0.073
H  -1.87553  -1.55939  -4.17141  0.064
O  -4.56525  -3.02587  3.28671  0.018
C  -4.62226  -3.44596  2.01705  -0.290
C  -5.77837  -4.10322  1.58688  -0.042
C  -5.90216  -4.52195  0.27319  -0.126
C  -4.87460  -4.29875  -0.63849  -0.120
C  -3.71654  -3.66714  -0.20652  -0.030
C  -3.56646  -3.24075  1.10838  -0.062
C  -2.27992  -2.56702  1.49778  -0.453
O  -1.35023  -2.52367  0.66105  -0.043
N  -2.27516  -2.04749  2.71412  -0.013
N  -1.15180  -1.26148  2.95783  -0.066
C  -0.83905  -1.18959  4.18409  -0.904
S  0.28407  -0.00350  4.78799  0.891
C  0.77654  -1.04914  6.17108  -0.519
C  -0.49927  -1.61975  6.77063  -0.543
S  -1.53882  -2.25552  5.42192  0.905
H  -3.68274  -2.53268  3.37355  0.047
H  -6.57204  -4.26815  2.30649  0.102
H  -6.80838  -5.02833  -0.04155  0.085
H  -4.97303  -4.62101  -1.66844  0.083
H  -2.88142  -3.49134  -0.87489  0.109
H  1.32205  -0.42746  6.88204  0.076
H  1.42779  -1.82464  5.76047  0.044
H  -1.05294  -0.85086  7.31211  0.055
H  -0.28881  -2.45518  7.44068  0.065
C  -1.02956  4.12201  -2.63778  -0.096
C  -0.11765  2.90216  -2.74664  -0.221
C  1.03755  2.93590  -1.76129  -0.160
N  0.51433  2.90709  -0.39259  0.041
C  1.25832  2.97895  0.73107  -0.859
S  0.80186  2.28592  2.15401  0.730
N  2.47198  3.67875  0.65818  0.114
C  2.83030  4.81531  -0.03172  -0.435
O  3.98595  5.03431  -0.32982  0.078
C  1.76383  5.85526  -0.28097  -0.148
C  2.01115  6.80299  -1.26563  -0.032
C  1.09299  7.81031  -1.51666  -0.089
C  -0.07128  7.88855  -0.76194  -0.098
C  -0.30767  6.96077  0.24031  -0.075
C  0.60541  5.94179  0.48161  -0.018
H  -1.85394  4.06059  -3.35109  0.065
H  -0.47479  5.04619  -2.82881  0.066
H  -1.45750  4.19808  -1.63630  0.068
H  0.30245  2.83798  -3.75388  0.111
H  -0.69517  1.98864  -2.58201  0.082
H  1.60777  3.84548  -1.92914  0.105
H  1.70277  2.08955  -1.91991  0.106
H  -0.24733  2.24748  -0.26511  0.095
H  3.22224  3.24063  1.17740  0.136
H  2.93268  6.72777  -1.82931  0.116
H  1.28375  8.53297  -2.30030  0.096
H  -0.78858  8.67846  -0.94849  0.096
H  -1.20556  7.02468  0.84163  0.103
H  0.41648  5.23065  1.27500  0.102
O  3.33826  -1.17689  4.04462  -0.390
S  2.62788  -2.15075  3.20917  0.258
O  1.78089  -3.05255  4.00284  -0.386
O  1.68971  -1.29274  2.32512  -0.485
O  3.53857  -2.87145  2.30663  -0.389

Forces on atoms 1 to 6 (eV/Å):
Co 0.472 0.344 -1.016
C -0.133 -0.024 0.050
C 0.163 0.038 0.058
C -0.012 0.073 0.061
C -0.043 -0.030 -0.006
C -0.016 0.011 0.051


The highest ΔE to the lowest compared entry with this formula, charge and spin belongs to which entry?
C36H44MoN2O7Te


Which of these has the lowest ΔE to the lowest compared entry with this formula, charge and spin?
C36H44N2SiW


⟨S²⟩ of number 2 (C36H44N2SiW)?
2.0200